DFT (wB97M-V/def2-TZVPD) results for a cluster of 10 separate species, C72H162F6N9P in total at a distorted geometry.

Values from the calculation:
* gap between HOMO and LUMO: 9.879 eV
* HOMO level: -23.820 eV
* LUMO level: -13.94 eV

The geometry in ORCA input format:
```
! wB97M-V def2-TZVPD RIJCOSX def2/J DEFGRID3
* xyz 8 1
H -7.4197 0.4037 2.2587
H -8.1671 2.5658 -9.0834
C -6.6577 2.0769 3.3769
C -14.6505 -3.9624 0.2803
H -8.1352 2.7934 -7.3515
H -5.9720 -1.0300 5.9283
H -16.2009 -2.5953 -2.4819
H -12.4584 -2.1567 0.1406
C -9.7970 2.5564 -0.7046
H -1.5532 0.0810 6.5115
C -6.4267 0.7608 2.5316
H -13.8937 5.7312 -1.2580
C -9.7333 -1.3657 3.6297
H -3.1716 -4.2455 -2.0353
H -12.7882 8.0461 0.5507
C -13.1649 -1.3360 0.0164
C -5.5549 2.0470 4.4600
C -12.8126 5.6792 -1.3869
F -8.2799 -2.8154 0.7833
C -10.6608 5.7184 0.1308
C -8.3000 -4.8845 -4.4751
H -13.8025 5.7348 1.0302
H -11.9122 3.2876 0.9634
H -12.4613 6.6716 -1.6693
C -4.9773 -2.1210 -3.5672
H -9.1081 -5.5942 -6.2921
N -5.2592 0.5205 4.6627
H -13.7148 -2.3411 -1.7937
H -9.9192 1.8463 0.1133
H -5.6416 -6.4003 1.0811
H -10.8169 -9.1991 4.0225
H -16.5667 -1.1471 -0.1634
C -13.7202 -7.2524 -5.5894
H -11.7622 -8.2928 -3.6827
C -2.3692 -5.3585 -0.4217
H -11.5835 -0.2737 -1.0386
H -11.6117 -0.9663 -8.4942
N -11.6277 -8.9334 2.0572
H -5.4116 -5.0292 -1.8133
H -12.1311 1.5098 4.3313
C -12.0865 -0.3633 -7.7202
C -11.7887 -9.0121 3.5656
H -3.1965 -5.9363 -2.4942
C -5.2665 -0.8225 -4.2539
H -11.7331 -8.0739 -7.5180
H -13.6654 -1.1420 0.9650
H -5.7320 -2.4634 -2.8592
H -7.9342 -3.9960 -4.9899
H -11.7140 -7.4288 0.6474
C -11.1336 -1.5125 5.5974
H -12.2323 1.2774 -5.8182
C -12.9470 -9.9658 3.8113
H -13.7193 -4.2759 -0.1916
H -3.8913 -2.8910 -5.2464
F -9.2815 -0.8944 -1.7358
H -4.9489 -6.5439 -0.9406
H -5.9639 -1.2437 3.4855
H -10.5718 7.8999 -0.0862
H -9.2241 -7.4137 -4.7092
C -9.7340 0.5264 -7.4674
C -11.3540 0.7027 -5.5243
H -1.8385 -6.2950 -0.5934
F -7.5320 -0.8521 -0.3868
F -9.9798 -2.8531 -0.6506
N -10.8569 -0.1498 -6.7327
H -17.8247 -4.6592 -0.9586
H -15.8531 -1.7166 1.3199
C -6.0098 -4.7463 2.5633
H -10.0742 5.1067 0.8162
H -4.1346 -1.9301 -2.9027
H -6.3599 0.7530 -1.8378
H -6.7898 -5.0933 0.5060
H -3.9466 -2.9854 -0.7076
H -11.1384 1.2569 5.8345
H -10.6191 0.5810 2.9071
C -10.3569 -9.7004 1.5622
H -5.6252 -3.1772 -5.2601
H -17.4112 -3.7016 1.2812
H -11.1105 -2.2578 -6.3143
H -2.8183 -0.3045 7.6568
H -7.0060 -6.5123 3.3135
C -12.0312 0.9755 5.2761
H -13.2930 -9.8177 4.8342
N -11.2258 -7.2740 -5.5276
H -13.9454 2.8567 5.6305
H -10.3179 -6.4688 -3.7440
C -4.6546 -3.2990 0.0595
C -10.7290 -5.0759 1.5419
H -6.1165 0.8906 1.4947
H -10.8306 1.9579 -8.6182
H -9.4366 -6.9264 1.9011
C -10.3902 -0.0454 3.7692
C -10.0411 2.0508 -7.8725
H -14.1996 0.6710 5.3821
H -11.0681 -9.2781 -5.0791
C -3.3166 -5.2554 -1.6516
H -10.6365 -10.7212 1.8226
H -9.6783 0.4030 4.4622
H -3.3745 -6.2838 1.3081
C -2.3246 0.5207 7.1437
C -4.3764 1.6525 -1.3656
N -11.6387 -0.4013 4.6780
H -9.3613 -2.6059 5.3031
H -8.9722 0.5688 -6.6889
H -6.8542 2.9931 2.8202
H -6.7805 1.5727 -3.8506
C -10.2407 -2.3706 4.7036
H -11.4071 0.2197 -3.3472
C -5.9149 -5.3454 1.1053
C -14.2192 -1.7941 -0.9971
H -14.1048 -7.3316 -6.6062
H -9.0412 3.9216 -8.2294
H -12.4483 0.6453 -7.9198
C -3.2477 1.2355 6.2060
H -10.9917 3.6911 -1.9343
H -13.1871 3.3460 -0.1742
H -10.5932 1.4445 -5.2811
H -12.2729 -8.1146 3.9505
H -9.3021 -0.1200 -8.2314
H -18.3101 -2.3263 0.7417
H -2.9643 -0.2110 -3.6464
H -10.0904 -9.4128 0.5452
C -3.7231 0.3605 5.0625
H -9.8414 -4.4433 1.5335
H -12.5909 -7.0442 2.1676
H -11.8597 2.2283 -1.5883
H -9.2883 -0.7588 -4.3633
C -13.8561 -9.6504 2.5855
H -10.5260 2.4906 -7.0009
H -11.5648 -4.4615 1.8768
C -10.7885 7.1634 0.6876
H -12.4842 -5.6987 -4.5817
C -5.5675 -0.2370 3.3527
C -9.4837 -5.3359 -5.3020
H -9.9927 5.8085 -0.7257
H -2.7201 2.1383 5.8986
C -16.0758 -3.3434 -1.6991
H -13.2243 -9.2435 0.5881
H -5.7267 2.5076 5.4328
H -9.4467 -1.8506 -6.5846
H -14.8664 -1.1086 -1.5442
H -4.3997 -2.7595 0.9716
H -10.2228 -4.5459 -5.4351
F -7.8127 -2.7609 -1.4988
H -4.7337 2.5266 3.9272
H -13.4111 -1.6228 4.3797
C -6.1736 0.0404 5.8870
H -8.6521 -1.2968 3.7487
C -17.5136 -3.6152 -0.9948
P -8.7475 -1.8470 -0.4561
H -9.6571 -9.2813 2.2853
H -4.6388 -0.5131 2.8533
H -7.2040 0.3589 5.7293
H -10.3257 -2.1683 -3.9837
H -5.8171 0.4994 6.8091
H -14.2581 -8.6563 2.7808
H -10.6274 -3.3167 4.3247
C -11.7478 -8.4903 -4.7546
H -5.0487 -4.9903 3.0160
H -10.1005 -8.2849 -7.0924
C -10.4313 -6.5363 2.1166
H -12.5543 5.0056 -2.2040
H -12.2313 -1.6332 3.0608
H -13.1897 -9.2259 -6.1256
H -12.8101 -0.9404 -7.1444
H -6.2699 -0.6944 -4.6601
H -9.7541 -1.7437 2.6076
H -14.5992 -6.9187 -5.0381
C -16.3234 -2.0509 0.3952
H -7.5951 1.9643 3.9216
H -10.0617 7.3095 1.4866
C -3.5018 0.7291 -3.5224
H -5.1889 -0.4427 -1.4800
H -13.1858 -0.3130 3.0976
C -12.7238 -1.0043 3.8025
H -12.8011 -11.0448 3.8628
H -2.9055 -4.6677 1.6018
C -5.7532 1.6772 -4.1999
C -7.0350 -5.4305 3.4437
H -5.6277 1.5956 -5.2795
H -3.1097 2.5940 -2.6682
H -3.0837 0.3204 4.1807
H -18.2616 -3.1369 -1.6271
C -12.4961 -6.3528 -5.4536
C -10.2403 -1.2500 -4.5646
H -4.7208 -0.8020 -5.1972
H -12.5172 -10.7198 1.1086
F -9.5372 -0.8266 0.4945
C -11.4613 -0.2757 -4.3166
C -12.2054 7.3851 1.1923
C -12.1325 3.5960 -0.0586
H -12.1420 7.5853 2.2619
C -13.3825 0.9147 6.0610
H -11.9249 0.3702 0.4614
H -13.3570 0.2387 6.9157
H -12.8344 2.7093 7.0863
C -8.7762 2.8643 -8.2302
H -5.2040 2.5368 -3.8158
H -3.2737 1.4683 -4.2903
H -10.5903 -0.9344 6.3449
H -10.9259 -5.0782 0.4699
H -12.3674 5.3854 2.0341
H -4.4885 -4.1437 -4.1410
H -3.6936 -0.6545 5.4587
H -5.0625 2.4935 -1.2648
N -5.0028 0.4730 -3.5284
H -4.1369 1.3329 -0.3514
C -12.4404 -0.0420 -0.4061
H -12.4272 -5.5581 -6.1964
H -14.4055 -3.7524 1.3215
H -13.1199 0.5949 -0.9724
C -3.2820 -5.3177 0.8119
H -15.5056 -4.2288 -1.9804
C -10.3555 -1.5033 -6.0931
H -6.0604 -3.6745 2.7553
H -1.6833 -4.5118 -0.3925
H -11.9538 -2.0436 6.0803
C -3.1790 1.5781 -2.2794
N -4.6774 -4.8435 0.3057
H -9.1305 3.3324 -0.3283
C -12.7296 5.8925 1.1398
C -4.7355 -3.2019 -4.6309
H -2.2105 1.2706 -1.8849
H -4.0509 1.5409 6.8766
H -8.0547 -5.1608 3.1689
H -7.5879 -5.7097 -4.4717
C -11.1967 2.9700 -1.1430
H -9.2121 2.0296 -1.4585
H -12.3955 -0.8302 -4.4051
N -15.3196 -2.8208 -0.4901
C -17.4810 -2.9789 0.4682
C -13.1363 -8.6185 -5.2221
H -14.5366 2.2359 7.1832
C -4.7283 -5.4883 -1.0988
H -13.8171 -8.9717 -4.4476
H -8.5858 -4.6187 -3.4574
C -10.0077 -6.6586 -4.7716
H -7.0609 -5.0314 4.4576
C -13.6710 2.2951 6.5235
H -5.6454 -3.1761 -0.3779
H -10.2921 -6.3432 3.1803
N -12.0921 5.2127 -0.1215
C -12.7934 -9.7273 1.4646
H -1.8242 1.2214 7.8122
C -5.3049 0.5187 -1.9802
H -15.1821 -4.9033 0.1387
C -11.6611 -7.4147 1.7360
H -10.6911 -6.6110 -7.5180
H -14.7446 -10.2466 2.3776
C -10.9097 -7.5578 -7.0242
*
```